# 1
ORCA calculation (wB97M-V/def2-TZVPD) on a structure of composition C46H49BaN11O9S3.

Net charge = -2
E = -4281.7912 a.u.
F_max = 3.7 eV Å⁻¹
ΔE to the lowest compared entry with this formula, charge and spin = 62.05 kJ/mol
LUMO energy = 3.042 eV

Last column: Löwdin charge in e.
Atoms and positions in Å:
Ba -0.178 1.120 1.163  1.815
N 2.440 -0.201 1.203  -0.089
C 3.731 0.444 1.029  -0.268
C 3.745 1.157 -0.325  -0.221
N 2.716 2.192 -0.428  -0.089
C 3.173 3.562 -0.236  -0.234
C 3.744 3.852 1.152  -0.287
N 2.833 3.440 2.206  0.013
H 2.359 -0.617 2.128  0.031
H 2.324 -0.980 0.558  0.037
H 4.577 -0.258 1.063  0.110
H 3.842 1.184 1.818  0.085
H 3.561 0.406 -1.098  0.097
H 4.747 1.572 -0.512  0.111
H 2.246 2.133 -1.321  0.089
H 2.309 4.214 -0.388  0.117
H 3.950 3.838 -0.969  0.107
H 3.980 4.927 1.172  0.103
H 4.693 3.318 1.274  0.097
H 1.965 3.972 2.162  0.025
H 3.238 3.617 3.117  0.074
C -5.424 -0.819 -1.181  -0.077
O -4.422 -0.351 -2.050  -0.084
C -4.716 -0.150 -3.351  -0.213
C -5.971 -0.376 -3.895  -0.032
C -6.190 -0.248 -5.263  -0.120
C -5.143 0.096 -6.096  -0.122
C -3.889 0.345 -5.554  -0.031
C -3.648 0.254 -4.187  -0.165
N -2.360 0.522 -3.721  0.127
C -1.964 0.858 -2.417  -0.376
N -2.610 2.004 -1.967  0.125
C -3.200 2.316 -0.716  -0.253
C -2.598 2.064 0.515  -0.265
C -3.321 2.501 1.638  -0.194
C -4.525 3.186 1.560  -0.130
C -5.100 3.422 0.317  -0.070
C -4.449 2.962 -0.812  -0.233
O -4.971 3.119 -2.090  -0.121
C -6.335 3.422 -2.204  -0.111
N -0.915 0.345 -1.881  0.101
C -0.239 -0.758 -2.439  -0.217
C 1.244 -0.723 -2.220  -0.161
C 2.155 -0.937 -3.447  -0.101
C 1.250 -2.683 -4.308  -0.131
C -0.085 -2.887 -3.713  -0.030
C -0.773 -1.932 -2.987  -0.305
O -2.122 -2.207 -2.787  -0.121
C -2.396 -2.631 -1.464  -0.067
H -4.964 -0.843 -0.195  0.103
H -5.763 -1.822 -1.462  0.094
H -6.286 -0.144 -1.152  0.089
H -6.785 -0.688 -3.254  0.097
H -7.175 -0.445 -5.669  0.089
H -5.295 0.177 -7.165  0.089
H -3.062 0.617 -6.200  0.109
H -1.630 0.058 -4.243  0.123
H -3.196 2.365 -2.704  0.111
H -2.922 2.313 2.635  0.057
H -5.020 3.545 2.459  0.083
H -6.038 3.959 0.243  0.089
H -6.609 3.224 -3.241  0.086
H -6.541 4.474 -1.973  0.085
H -6.948 2.794 -1.549  0.088
H 1.466 0.216 -1.715  0.102
H 3.004 -0.250 -3.463  0.152
H 1.466 -3.432 -5.068  0.144
H -0.667 -3.723 -4.079  0.092
H -3.465 -2.840 -1.421  0.075
H -2.141 -1.857 -0.732  0.090
H -1.839 -3.543 -1.224  0.098
C -1.741 0.870 5.826  -0.016
N -1.161 2.003 5.124  -0.050
C -1.079 3.250 5.666  -0.072
C -0.549 4.283 4.990  0.001
C -0.027 4.058 3.643  -0.516
O 0.512 4.957 2.990  -0.026
N -0.141 2.791 3.144  -0.002
C -0.688 1.792 3.824  -0.630
O -0.816 0.649 3.345  -0.324
H -2.218 1.217 6.740  0.085
H -0.977 0.130 6.070  0.080
H -2.472 0.378 5.188  0.096
H -1.465 3.349 6.673  0.118
H -0.491 5.273 5.415  0.097
S 0.729 -3.415 8.157  0.479
C 0.933 -3.238 6.512  -1.141
S -0.366 -2.946 5.404  0.902
C 0.820 -2.814 4.002  -1.168
N 2.026 -2.958 4.456  -0.022
N 2.095 -3.224 5.811  -0.164
C 3.407 -3.399 6.318  -0.206
C 3.707 -4.314 7.322  -0.055
C 5.017 -4.450 7.755  -0.099
C 6.034 -3.687 7.199  -0.117
C 5.734 -2.794 6.180  -0.096
C 4.431 -2.654 5.735  -0.017
S 0.301 -2.570 2.445  0.493
H 2.926 -4.913 7.759  0.066
H 5.246 -5.167 8.533  0.095
H 7.052 -3.791 7.553  0.090
H 6.519 -2.201 5.729  0.096
H 4.183 -1.977 4.931  0.104
O 2.553 -3.845 -1.377  0.128
C 2.232 -2.819 -1.911  -0.427
O 1.659 -1.785 -1.276  0.039
C 2.468 -2.435 -3.353  -0.251
C 3.795 -2.848 -3.888  0.019
C 4.266 -2.488 -5.082  -0.022
C 3.560 -1.687 -6.087  -0.141
C 2.331 -1.119 -5.971  0.076
C 1.456 -1.162 -4.800  -0.151
N 4.216 -1.544 -7.356  -0.371
O 5.301 -2.088 -7.530  0.034
O 3.688 -0.883 -8.247  0.021
H 4.402 -3.450 -3.222  0.119
H 5.248 -2.818 -5.387  0.097
H 1.938 -0.675 -6.877  0.123
H 0.535 -0.604 -4.952  0.134

Forces on the atoms, in the same order (eV/Å):
Ba 1.6 -0.7 -3.3
N 0.0 -0.3 0.2
C -0.1 0.2 -0.3
C 0.0 0.0 0.1
N -0.1 -0.1 0.0
C 0.1 0.0 0.2
C -0.1 -0.1 0.0
N 0.1 -0.1 -0.2
H 0.0 -0.1 -0.1
H 0.0 0.0 0.1
H 0.0 0.1 0.0
H 0.1 0.0 0.1
H 0.0 0.0 0.0
H 0.0 0.0 0.0
H 0.0 0.0 0.0
H 0.0 0.0 -0.1
H 0.0 0.1 0.0
H 0.1 0.0 0.0
H 0.0 0.0 0.0
H 0.0 0.0 0.1
H 0.0 0.0 0.0
C 0.0 0.1 0.1
O 0.2 0.2 0.1
C 0.1 -0.1 -0.1
C -0.1 0.0 0.0
C 0.0 0.0 -0.1
C 0.0 -0.1 0.0
C 0.0 0.0 0.1
C -0.1 0.0 0.0
N -0.1 -0.1 -0.1
C 0.7 -0.2 0.0
N -0.3 0.1 -0.2
C -0.2 0.0 0.3
C -0.5 0.1 -0.3
C -0.1 0.0 -0.1
C 0.0 0.0 0.2
C -0.1 0.1 0.0
C 0.1 -0.1 -0.1
O 0.1 0.0 0.0
C 0.0 0.0 -0.1
N -0.6 0.5 0.6
C 0.7 0.0 -0.3
C -1.1 0.1 -0.3
C 0.3 0.0 -0.1
C -0.1 0.5 -0.2
C -0.4 -0.1 0.0
C 0.1 -0.1 -0.1
O 0.0 0.0 -0.1
C 0.0 0.0 0.1
H 0.0 0.0 0.0
H 0.0 0.0 0.0
H 0.0 0.0 0.0
H 0.0 0.0 0.0
H 0.0 0.0 0.0
H 0.0 0.0 0.0
H 0.0 0.1 0.0
H 0.1 -0.2 0.2
H 0.0 0.0 -0.1
H 0.0 0.0 0.0
H 0.0 0.0 0.0
H 0.0 0.0 0.0
H 0.0 0.0 0.0
H 0.0 0.0 0.0
H 0.0 0.0 0.0
H 0.1 -0.1 0.0
H 0.0 0.0 0.1
H 0.0 0.0 0.0
H 0.1 -0.1 0.1
H 0.0 0.0 0.1
H -0.1 0.0 0.0
H 0.0 0.0 0.0
C 0.0 -0.2 0.0
N 0.0 -0.1 -0.2
C 0.0 0.1 0.0
C 0.0 0.0 0.0
C 0.0 0.0 0.1
O -0.2 0.0 0.1
N 0.1 0.6 0.3
C -0.3 0.5 1.3
O -0.6 -0.6 1.9
H 0.0 0.1 0.0
H 0.0 0.0 0.0
H 0.0 0.0 0.0
H 0.0 0.0 0.0
H 0.0 0.0 0.0
S -0.1 0.0 0.3
C 0.2 0.1 -0.2
S 0.7 0.0 -0.5
C -0.5 0.0 1.4
N 0.6 -0.1 -0.4
N -0.7 0.0 0.1
C 0.3 0.1 0.0
C -0.1 0.0 -0.1
C 0.1 0.0 0.0
C 0.0 0.0 0.0
C 0.0 0.0 0.0
C -0.1 0.0 0.0
S -0.3 0.1 -0.7
H -0.1 0.0 0.0
H 0.0 0.0 0.0
H 0.0 0.0 0.0
H 0.0 0.0 0.0
H 0.0 0.0 0.0
O 0.1 0.1 0.1
C 0.1 0.0 -0.2
O 0.2 -0.3 0.1
C 0.2 0.0 0.3
C -0.3 0.2 0.0
C 0.3 -0.2 -0.1
C -1.0 0.3 0.9
C 0.7 -0.4 -0.3
C -0.2 -0.2 0.2
N 0.4 0.2 -1.2
O 0.0 -0.1 0.3
O -0.1 0.0 0.2
H 0.1 0.0 -0.1
H 0.0 0.0 0.1
H 0.0 0.1 0.0
H 0.0 0.0 0.0



# 2
ORCA calculation (wB97M-V/def2-TZVPD) on a structure of composition C46H49BrCrN6O3P2Si2.

Net charge = +1
E = -7216.6695 a.u.
2S+1 = 4
F_max = 1.4 eV Å⁻¹
LUMO energy (alpha / beta) = -3.318 / -3.467 eV

Last column: Mulliken spin population.
Atoms and positions in Å:
Cr -0.327 0.603 0.928  3.055
C -1.129 4.952 1.053  0.003
Si 0.425 3.917 0.877  0.014
C 1.080 3.572 2.573  -0.002
C 1.690 4.935 -0.032  -0.001
N 0.119 2.379 0.007  -0.044
P -0.556 2.329 -1.471  -0.086
C -1.148 0.591 -1.660  0.281
P 0.030 -0.781 -1.819  -0.110
N 0.817 -0.630 -0.408  -0.031
Si 2.106 -1.798 0.050  0.005
C 1.703 -2.678 1.642  0.010
C 3.713 -0.893 0.207  0.001
C 2.240 -3.211 -1.180  -0.005
C -0.875 -2.352 -1.954  0.025
C -1.478 -2.872 -0.802  -0.006
C -2.115 -4.101 -0.842  0.000
C -2.150 -4.834 -2.021  0.000
C -1.540 -4.335 -3.162  0.000
C -0.901 -3.103 -3.130  -0.006
C 0.900 -0.597 -3.378  -0.001
C 2.287 -0.593 -3.481  -0.003
C 2.885 -0.541 -4.733  0.000
C 2.101 -0.482 -5.877  0.000
C 0.716 -0.439 -5.777  0.005
C 0.114 -0.487 -4.530  0.013
C -1.898 3.453 -1.887  -0.009
C -3.219 3.015 -1.970  0.002
C -4.224 3.912 -2.303  0.003
C -3.914 5.245 -2.549  0.001
C -2.596 5.681 -2.483  0.001
C -1.588 4.786 -2.162  0.001
C 0.694 2.700 -2.707  0.018
C 0.335 3.070 -4.005  -0.003
C 1.319 3.430 -4.913  0.001
C 2.656 3.431 -4.525  0.000
C 3.015 3.040 -3.242  0.001
C 2.037 2.663 -2.336  0.012
H -1.052 5.870 0.459  0.000
H -1.254 5.254 2.099  0.000
H -2.035 4.434 0.734  -0.001
H 1.119 4.521 3.129  0.000
H 2.092 3.156 2.541  0.000
H 0.457 2.877 3.140  0.005
H 1.751 5.923 0.448  0.000
H 1.458 5.094 -1.089  0.000
H 2.683 4.474 0.031  0.000
H 1.766 -2.018 2.516  0.002
H 2.439 -3.480 1.798  0.000
H 0.724 -3.175 1.581  -0.002
H 3.655 -0.184 1.037  0.000
H 3.987 -0.342 -0.699  -0.001
H 4.518 -1.608 0.426  0.000
H 1.540 -4.008 -0.910  0.000
H 3.257 -3.624 -1.117  0.000
H 2.066 -2.957 -2.224  0.001
H -1.456 -2.311 0.116  0.015
H -2.592 -4.494 0.050  0.000
H -2.647 -5.796 -2.049  0.000
H -1.551 -4.911 -4.080  0.000
H -0.405 -2.745 -4.021  0.000
H 2.898 -0.634 -2.585  0.001
H 3.967 -0.543 -4.814  0.000
H 2.572 -0.455 -6.854  0.000
H 0.106 -0.370 -6.671  0.000
H -0.969 -0.439 -4.447  0.002
H -3.465 1.979 -1.772  -0.005
H -5.250 3.570 -2.373  0.000
H -4.703 5.947 -2.797  0.000
H -2.355 6.718 -2.690  0.000
H -0.558 5.124 -2.130  0.000
H -0.709 3.095 -4.299  -0.001
H 1.044 3.725 -5.920  0.000
H 3.421 3.736 -5.231  0.000
H 4.059 3.032 -2.950  0.000
H 2.298 2.354 -1.331  0.003
C -2.396 2.449 2.797  0.002
O -1.475 1.336 2.724  -0.019
C -1.337 0.565 3.862  0.012
C -1.463 1.049 5.146  -0.004
C -1.245 0.176 6.206  -0.001
Br -1.394 0.832 7.967  0.000
C -0.935 -1.149 5.989  0.001
C -0.856 -1.633 4.685  -0.008
C -1.045 -0.760 3.635  0.001
O -0.900 -1.144 2.306  -0.011
C -0.556 -3.060 4.462  0.001
N 0.263 -3.760 5.182  0.000
C 0.250 -5.034 4.615  0.000
C 0.955 -6.179 4.983  0.000
C 0.753 -7.328 4.242  0.000
C -0.130 -7.352 3.149  0.000
C -0.834 -6.225 2.766  0.000
C -0.621 -5.075 3.523  0.000
N -1.118 -3.785 3.426  0.000
H -1.916 3.299 3.276  0.002
H -3.281 2.148 3.352  0.000
H -2.671 2.698 1.783  -0.004
H -1.690 2.091 5.333  0.000
H -0.761 -1.833 6.810  0.000
H -0.249 -1.865 2.274  -0.002
H 1.635 -6.155 5.828  0.000
H 1.285 -8.234 4.506  0.000
H -0.259 -8.275 2.593  0.000
H -1.513 -6.243 1.920  0.000
H -1.946 -3.523 2.920  0.000
N 2.063 0.320 2.929  0.084
C 1.227 0.489 2.145  -0.070
O -2.230 1.176 0.195  -0.089
N -1.808 0.218 -0.579  -0.057

Forces on the atoms, in the same order (eV/Å):
Cr 0.6 0.0 0.6
C -0.2 0.2 0.0
Si 0.0 -0.1 0.0
C 0.2 -0.1 0.2
C 0.2 0.2 -0.1
N -0.3 -0.1 0.2
P 0.2 0.0 -0.2
C 0.5 0.1 0.6
P -0.2 0.0 0.2
N -0.3 -0.2 -0.1
Si -0.1 0.1 0.0
C 0.0 0.0 0.3
C 0.3 0.1 0.0
C 0.0 0.0 -0.1
C 0.0 0.0 0.1
C 0.0 0.0 -0.2
C 0.0 0.0 0.0
C 0.0 0.0 0.0
C 0.0 0.0 0.0
C 0.0 0.0 0.1
C 0.0 0.2 0.0
C 0.0 -0.1 0.1
C 0.1 0.0 0.0
C 0.1 0.0 0.0
C -0.1 0.0 0.0
C 0.1 0.1 0.0
C -0.1 0.0 0.0
C 0.0 0.1 0.0
C 0.1 0.0 0.0
C 0.0 0.0 0.0
C 0.0 0.0 0.0
C 0.0 0.0 0.0
C 0.1 -0.1 -0.1
C 0.1 0.0 0.0
C 0.0 0.0 0.0
C 0.0 0.0 -0.1
C 0.1 0.0 -0.1
C -0.1 0.0 0.0
H 0.0 -0.1 0.1
H 0.0 0.0 -0.2
H 0.0 0.1 0.0
H 0.0 -0.2 -0.2
H -0.1 0.0 0.1
H 0.1 0.1 0.0
H 0.0 -0.2 -0.1
H 0.1 0.0 0.1
H -0.1 0.1 -0.1
H -0.1 -0.2 -0.1
H -0.2 0.1 -0.1
H 0.1 -0.1 0.0
H 0.1 -0.1 -0.1
H 0.0 -0.1 0.1
H -0.1 0.1 0.0
H 0.1 0.1 -0.1
H -0.2 0.1 0.0
H 0.0 0.0 -0.1
H 0.0 0.1 0.1
H 0.0 0.0 -0.1
H 0.0 0.1 0.0
H 0.0 0.0 0.1
H 0.0 -0.1 0.0
H 0.0 0.0 -0.1
H -0.1 0.0 0.0
H 0.0 0.0 0.1
H 0.0 0.0 0.1
H 0.1 0.0 0.0
H 0.0 0.0 0.0
H 0.1 0.0 0.0
H 0.1 -0.1 0.0
H 0.0 -0.1 0.0
H -0.1 0.0 0.0
H 0.1 0.0 0.0
H 0.0 0.0 0.1
H -0.1 0.0 0.1
H -0.1 0.0 0.0
H 0.0 0.0 0.0
C 0.1 -0.2 0.1
O 0.1 0.1 -0.1
C -0.2 0.4 -0.1
C 0.0 0.2 0.1
C 0.0 0.1 0.0
Br 0.0 0.0 0.0
C 0.0 -0.1 0.0
C 0.0 -0.4 0.1
C 0.1 -0.2 -0.2
O -0.3 0.4 -0.4
C -0.1 -0.1 -0.1
N 0.1 -0.2 -0.1
C 0.1 0.0 0.1
C 0.1 0.0 0.0
C 0.0 0.0 0.0
C 0.0 0.0 0.0
C 0.0 0.0 0.0
C -0.1 0.1 0.0
N -0.1 0.0 -0.1
H 0.1 0.0 0.1
H 0.0 -0.1 0.0
H 0.0 -0.1 -0.1
H 0.0 -0.1 0.0
H 0.0 0.0 0.0
H 0.2 -0.1 -0.1
H -0.1 0.0 -0.1
H 0.0 0.1 0.0
H 0.0 0.1 0.1
H 0.1 0.0 0.1
H 0.0 0.1 0.0
N -0.4 0.2 -0.3
C 0.9 0.3 0.6
O -0.4 -0.2 0.0
N -1.0 -0.2 -0.9